No. 1
This record from the Open Molecules 2025 dataset describes a molecular structure, C26H28AlN2S2Si at a distorted geometry. The level of theory is wB97M-V/def2-TZVPD.

Positions of all 60 atoms, in Å:
C (0.30, 1.91, 2.22)
C (-0.06, 2.91, 1.28)
C (-1.46, 2.92, 1.13)
H (0.64, 3.56, 0.74)
C (-1.99, 1.91, 2.02)
C (-0.87, 1.31, 2.75)
H (-0.99, 0.75, 3.70)
H (1.29, 1.65, 2.58)
H (-2.02, 3.64, 0.50)
H (-3.01, 1.78, 2.34)
Al (-1.22, 0.59, 0.77)
C (2.91, -1.65, 0.50)
H (2.20, -1.04, -0.19)
H (3.92, -1.86, 0.20)
H (3.09, -0.97, 1.35)
Si (0.08, 0.88, -1.21)
C (1.51, 0.18, -2.35)
C (2.55, 1.05, -2.84)
H (2.56, 2.11, -2.53)
C (3.55, 0.59, -3.74)
H (4.35, 1.30, -4.05)
C (3.56, -0.74, -4.21)
H (4.34, -1.06, -4.93)
C (2.56, -1.62, -3.73)
H (2.55, -2.66, -4.04)
C (1.56, -1.15, -2.84)
H (0.76, -1.85, -2.57)
C (-1.28, 1.07, -2.43)
C (-1.14, 0.68, -3.77)
H (-0.26, 0.12, -4.08)
C (-2.10, 1.05, -4.72)
H (-1.97, 0.70, -5.75)
C (-3.18, 1.84, -4.32)
H (-3.91, 2.20, -5.04)
C (-3.38, 2.15, -2.96)
H (-4.27, 2.66, -2.58)
C (-2.45, 1.75, -2.01)
H (-2.62, 1.98, -0.95)
H (0.73, 2.14, -1.08)
H (2.40, -2.56, 0.85)
C (2.05, 0.70, 4.75)
C (1.54, -0.59, 4.26)
N (0.78, -0.82, 3.25)
C (0.37, -2.16, 3.21)
C (0.94, -2.96, 4.22)
S (1.93, -2.06, 5.27)
C (-0.75, -2.54, 2.37)
C (-1.54, -3.66, 2.50)
S (-2.98, -3.57, 1.49)
C (-2.51, -1.98, 1.03)
N (-1.35, -1.56, 1.53)
C (-3.29, -1.06, 0.17)
H (2.43, 0.60, 5.78)
H (2.88, 0.98, 4.08)
H (1.30, 1.49, 4.61)
H (0.69, -4.00, 4.41)
H (-1.30, -4.58, 3.08)
H (-2.79, -0.95, -0.80)
H (-4.31, -1.46, 0.12)
H (-3.32, -0.04, 0.64)

Properties
charge: +1
calculated total energy: -66534.6901 eV
highest occupied orbital energy: -11.2 eV
HOMO-LUMO gap: 8.288 eV
relative energy (zero: lowest compared OMol25 entry of this formula, charge and spin): 52.8 kcal per mole
maximum force: 2.9 eV/Å

---

No. 2
This record from the Open Molecules 2025 dataset describes a molecular structure, C26H28CaIN8O3P at a distorted geometry. The level of theory is wB97M-V/def2-TZVPD.

Positions of all 68 atoms, in Å:
Ca (0.27, -0.36, -1.43)
O (4.20, 0.76, -2.78)
C (3.16, 0.73, -2.12)
N (2.55, -0.26, -1.48)
C (3.14, -1.55, -1.39)
C (4.52, -1.72, -1.28)
C (5.08, -2.98, -1.12)
C (4.26, -4.10, -1.07)
C (2.88, -3.94, -1.16)
C (2.30, -2.69, -1.31)
N (0.90, -2.55, -1.48)
C (0.06, -3.26, -0.73)
O (0.26, -4.04, 0.20)
C (-1.40, -3.04, -1.12)
C (-2.25, -4.14, -1.10)
C (-3.57, -3.98, -1.50)
C (-4.01, -2.72, -1.87)
C (-3.11, -1.67, -1.82)
N (-1.83, -1.81, -1.46)
C (2.43, 2.06, -1.95)
C (3.19, 3.22, -1.86)
C (2.57, 4.42, -1.63)
C (1.18, 4.45, -1.53)
C (0.50, 3.26, -1.68)
N (1.09, 2.08, -1.87)
H (5.15, -0.85, -1.35)
H (6.15, -3.09, -1.04)
H (4.68, -5.09, -0.95)
H (2.23, -4.81, -1.10)
H (-1.85, -5.09, -0.78)
H (-4.24, -4.83, -1.51)
H (-5.03, -2.54, -2.18)
H (-3.43, -0.67, -2.07)
H (4.27, 3.12, -1.98)
H (3.15, 5.33, -1.53)
H (0.64, 5.37, -1.36)
H (-0.58, 3.25, -1.64)
C (0.62, 1.09, 4.38)
N (0.35, 1.98, 3.25)
C (-1.09, 2.21, 3.18)
N (-1.90, 0.99, 3.10)
C (-1.55, 0.14, 4.24)
N (-0.12, -0.17, 4.34)
C (0.33, -1.03, 3.24)
P (0.10, -0.24, 1.58)
C (0.86, 1.41, 2.01)
C (-1.66, 0.28, 1.84)
H (0.33, 1.61, 5.30)
H (1.69, 0.88, 4.42)
H (-1.30, 2.83, 2.30)
H (-1.39, 2.76, 4.07)
H (-2.11, -0.79, 4.17)
H (-1.85, 0.66, 5.15)
H (-0.22, -1.97, 3.26)
H (1.39, -1.27, 3.38)
H (0.70, 2.11, 1.18)
H (1.95, 1.28, 2.09)
H (-2.29, -0.61, 1.81)
H (-1.96, 0.90, 1.00)
N (-3.37, 1.89, -3.06)
C (-2.79, 1.80, -1.85)
O (-1.74, 1.19, -1.68)
C (-3.48, 2.53, -0.73)
I (-5.07, 1.34, 0.06)
H (-2.97, 1.40, -3.84)
H (-4.26, 2.34, -3.18)
H (-3.92, 3.46, -1.05)
H (-2.78, 2.70, 0.08)

Properties
calculated total energy: -81311.9415 eV
highest occupied orbital energy: -6.6 eV
HOMO-LUMO gap: 5.842 eV
relative energy (zero: lowest compared OMol25 entry of this formula, charge and spin): 0.0 kcal per mole
maximum force: 1.2 eV/Å

---

No. 3
This record from the Open Molecules 2025 dataset describes a molecular structure, C26H28ClMnN8O4S. The level of theory is wB97M-V/def2-TZVPD.

Positions of all 69 atoms, in Å:
Mn (-1.42, -0.98, -1.60)
C (4.02, -0.62, -2.32)
N (2.55, -0.80, -2.45)
C (1.66, -1.15, -1.54)
N (0.46, -1.21, -2.11)
C (0.70, -0.85, -3.42)
N (1.95, -0.60, -3.66)
C (4.42, 0.59, -1.50)
C (5.29, 1.56, -2.02)
C (5.76, 2.61, -1.23)
C (5.37, 2.72, 0.09)
C (4.48, 1.76, 0.61)
C (4.01, 0.71, -0.20)
C (4.09, 1.77, 1.96)
N (4.63, 2.42, 3.02)
N (4.03, 1.97, 4.10)
C (3.10, 1.07, 3.70)
O (3.11, 0.95, 2.36)
C (2.21, 0.28, 4.45)
C (2.46, 0.03, 5.81)
C (1.66, -0.88, 6.48)
C (0.60, -1.49, 5.81)
C (0.30, -1.19, 4.47)
C (-0.95, -1.79, 3.86)
N (-1.19, -1.33, 2.48)
C (-0.84, -1.82, 1.30)
N (-1.31, -1.00, 0.35)
C (-1.97, -0.01, 1.05)
N (-1.91, -0.18, 2.33)
C (1.11, -0.32, 3.79)
H (4.38, -0.55, -3.34)
H (4.42, -1.53, -1.89)
H (1.88, -1.38, -0.52)
H (-0.05, -0.79, -4.19)
H (5.62, 1.49, -3.05)
H (6.43, 3.34, -1.66)
H (5.74, 3.51, 0.72)
H (3.37, -0.03, 0.25)
H (3.30, 0.51, 6.30)
H (1.85, -1.11, 7.51)
H (-0.03, -2.19, 6.36)
H (-1.82, -1.43, 4.41)
H (-0.95, -2.87, 3.89)
H (-0.28, -2.73, 1.16)
H (-2.47, 0.82, 0.58)
H (0.92, -0.07, 2.76)
C (-6.30, -3.21, -2.99)
C (-5.62, -2.19, -2.07)
S (-4.42, -1.21, -3.01)
O (-3.06, -1.41, -2.21)
C (-4.87, 0.52, -2.67)
C (-4.72, 1.37, -3.92)
H (-7.01, -3.78, -2.39)
H (-5.58, -3.90, -3.43)
H (-6.85, -2.72, -3.79)
H (-5.02, -2.66, -1.29)
H (-6.32, -1.50, -1.62)
H (-4.20, 0.82, -1.87)
H (-5.89, 0.50, -2.29)
H (-3.70, 1.34, -4.31)
H (-4.96, 2.40, -3.66)
H (-5.40, 1.06, -4.71)
Cl (-2.57, 3.36, -0.58)
C (-1.02, 3.10, -1.42)
C (-0.60, 1.66, -1.21)
O (0.36, 1.34, -0.56)
O (-1.45, 0.81, -1.80)
H (-0.28, 3.76, -1.00)
H (-1.18, 3.31, -2.48)

Properties
expectation value of S²: 3.81
charge: +3
multiplicity: 4
calculated total energy: -102177.8344 eV
highest occupied orbital energy (alpha / beta): -16.6 / -17.2 eV
HOMO-LUMO gap (alpha / beta): 6.880 / 5.868 eV
relative energy (zero: lowest compared OMol25 entry of this formula, charge and spin): 18.2 kcal per mole
maximum force: 0.9 eV/Å

---

No. 4
This record from the Open Molecules 2025 dataset describes a single C26H28FN3O3 molecule. The level of theory is wB97M-V/def2-TZVPD.

Positions of all 61 atoms, in Å:
C (1.58, 7.21, -2.35)
O (2.25, 5.97, -2.37)
C (1.83, 5.02, -3.24)
C (0.77, 5.16, -4.13)
C (0.43, 4.12, -4.97)
C (1.14, 2.92, -4.95)
O (0.70, 1.95, -5.83)
C (1.49, 0.79, -5.97)
C (1.42, -0.18, -4.77)
O (2.30, -0.98, -4.56)
N (0.29, -0.02, -4.05)
C (-0.14, -0.70, -2.91)
C (0.55, -1.77, -2.36)
C (0.08, -2.41, -1.23)
C (-1.11, -2.01, -0.60)
N (-1.66, -2.67, 0.48)
C (-1.05, -3.89, 0.99)
C (0.02, -3.60, 2.04)
N (-0.58, -2.86, 3.13)
C (0.34, -2.64, 4.23)
C (-0.40, -2.19, 5.46)
C (-1.63, -2.75, 5.80)
C (-2.30, -2.34, 6.94)
C (-1.77, -1.37, 7.76)
C (-0.54, -0.80, 7.45)
C (0.12, -1.22, 6.31)
F (1.31, -0.65, 6.02)
C (-1.15, -1.62, 2.64)
C (-2.22, -1.92, 1.59)
C (-1.80, -0.94, -1.18)
C (-1.33, -0.30, -2.30)
C (2.19, 2.77, -4.06)
C (2.53, 3.81, -3.22)
H (2.09, 7.81, -1.60)
H (0.53, 7.10, -2.08)
H (1.65, 7.72, -3.32)
H (0.20, 6.07, -4.18)
H (-0.39, 4.22, -5.67)
H (1.08, 0.27, -6.84)
H (2.54, 1.03, -6.17)
H (-0.34, 0.71, -4.37)
H (1.47, -2.10, -2.81)
H (0.66, -3.22, -0.83)
H (-0.65, -4.48, 0.17)
H (-1.85, -4.47, 1.47)
H (0.42, -4.54, 2.43)
H (0.85, -3.04, 1.58)
H (0.83, -3.59, 4.45)
H (1.12, -1.90, 3.97)
H (-2.04, -3.50, 5.15)
H (-3.26, -2.79, 7.18)
H (-2.29, -1.05, 8.65)
H (-0.10, -0.04, 8.08)
H (-1.60, -1.08, 3.48)
H (-0.37, -0.98, 2.19)
H (-2.65, -0.99, 1.23)
H (-3.01, -2.53, 2.04)
H (-2.74, -0.61, -0.76)
H (-1.89, 0.53, -2.73)
H (2.75, 1.85, -4.00)
H (3.34, 3.71, -2.52)

Properties
calculated total energy: -40746.5434 eV
highest occupied orbital energy: -7.3 eV
HOMO-LUMO gap: 8.057 eV
relative energy (zero: lowest compared OMol25 entry of this formula, charge and spin): 14.0 kcal per mole
SMILES string: COc1ccc(OCC(=O)Nc2ccc(N3CCN(Cc4ccccc4F)CC3)cc2)cc1
maximum force: 0.5 eV/Å

---

No. 5
This record from the Open Molecules 2025 dataset describes a single C26H28N2O6 molecule. The level of theory is wB97M-V/def2-TZVPD.

Positions of all 62 atoms, in Å:
C (-0.77, -0.44, 4.15)
C (-1.84, 0.08, 3.20)
C (-1.28, 1.07, 2.17)
C (-0.57, 0.41, 0.99)
C (-1.52, -0.49, 0.17)
O (-1.12, -1.45, -0.43)
O (-2.76, -0.06, 0.18)
C (-3.72, -0.72, -0.65)
C (-4.50, 0.32, -1.43)
N (0.57, -0.40, 1.39)
C (1.80, 0.36, 1.18)
C (2.14, 1.12, 2.44)
C (2.65, 0.39, 3.51)
C (2.94, 1.00, 4.71)
C (2.72, 2.36, 4.88)
O (2.99, 3.01, 6.04)
C (2.22, 3.10, 3.81)
C (1.93, 2.48, 2.61)
C (1.49, 1.23, -0.05)
C (1.67, 0.41, -1.33)
O (2.64, -0.21, -1.66)
N (0.50, 0.53, -2.06)
C (0.29, -0.10, -3.31)
C (-0.23, 0.62, -4.38)
C (-0.45, -0.02, -5.59)
C (-0.15, -1.36, -5.72)
C (0.38, -2.09, -4.66)
C (0.68, -3.53, -4.87)
C (1.29, -4.28, -3.71)
O (0.44, -4.07, -5.93)
C (0.59, -1.45, -3.44)
C (-0.48, 1.26, -1.41)
O (-1.53, 1.58, -1.90)
C (0.00, 1.51, 0.00)
H (-0.32, 0.38, 4.70)
H (0.01, -0.96, 3.60)
H (-1.22, -1.13, 4.87)
H (-2.61, 0.59, 3.77)
H (-2.31, -0.76, 2.68)
H (-2.10, 1.67, 1.77)
H (-0.57, 1.73, 2.67)
H (-3.19, -1.40, -1.32)
H (-4.37, -1.30, 0.01)
H (-5.20, -0.17, -2.10)
H (-5.05, 0.97, -0.75)
H (-3.81, 0.93, -2.01)
H (0.57, -1.26, 0.85)
H (2.62, -0.33, 0.96)
H (2.82, -0.67, 3.39)
H (3.33, 0.41, 5.53)
H (3.34, 2.38, 6.69)
H (2.06, 4.16, 3.94)
H (1.54, 3.09, 1.81)
H (2.13, 2.11, -0.11)
H (-0.46, 1.67, -4.26)
H (-0.86, 0.53, -6.42)
H (-0.31, -1.88, -6.66)
H (1.47, -5.31, -4.01)
H (2.22, -3.81, -3.42)
H (0.60, -4.27, -2.87)
H (0.98, -1.98, -2.58)
H (-0.29, 2.50, 0.34)

Properties
calculated total energy: -42683.6624 eV
highest occupied orbital energy: -8.8 eV
HOMO-LUMO gap: 9.089 eV
relative energy (zero: lowest compared OMol25 entry of this formula, charge and spin): 1.1 kcal per mole
SMILES string: CCC[C@]1(C(=O)OCC)N[C@H](c2ccc(O)cc2)[C@H]2C(=O)N(c3cccc(C(C)=O)c3)C(=O)[C@H]21
maximum force: 0.7 eV/Å

---

No. 6
This record from the Open Molecules 2025 dataset describes a molecular structure, C26H28N2O7 at a distorted geometry. The level of theory is wB97M-V/def2-TZVPD.

Positions of all 63 atoms, in Å:
C (1.73, 4.74, 1.89)
H (1.13, 5.33, 1.21)
H (1.99, 5.30, 2.75)
O (1.21, 3.43, 2.06)
C (0.67, 2.49, 0.97)
C (-0.02, 1.42, 1.66)
C (-0.61, 0.46, 0.93)
C (-0.53, 0.83, -0.73)
C (0.03, 1.97, -1.22)
C (0.74, 2.84, -0.27)
O (1.23, 4.22, -0.76)
C (2.31, 3.90, -1.71)
H (3.22, 3.08, -1.19)
H (2.17, 3.36, -2.48)
H (2.77, 4.78, -1.99)
O (0.07, 2.21, -2.33)
C (-0.48, 1.23, -3.31)
H (-0.42, 1.79, -4.26)
H (0.02, 0.49, -3.43)
H (-1.62, 1.36, -3.02)
H (-1.02, 0.08, -1.36)
C (-1.28, -0.59, 1.44)
N (-0.63, -1.76, 0.73)
C (-1.57, -2.49, 0.06)
O (-1.29, -3.37, -1.01)
C (-2.71, -1.76, 0.03)
C (-2.60, -0.93, 0.88)
C (-3.64, 0.33, 1.20)
O (-3.66, 1.10, 2.08)
C (-4.91, -0.27, 0.64)
C (-6.10, 0.62, 0.74)
C (-7.33, 0.14, 0.06)
C (-7.31, -0.91, -0.64)
C (-6.24, -1.82, -0.91)
C (-5.04, -1.41, -0.28)
O (-3.89, -1.93, -0.52)
H (-6.20, -2.55, -1.71)
H (-8.28, -1.20, -0.86)
H (-8.20, 0.79, 0.38)
H (-6.15, 1.49, 1.54)
C (0.80, -2.41, 1.06)
H (0.78, -2.25, 2.21)
H (0.68, -3.41, 0.56)
C (1.72, -1.64, 0.17)
N (2.94, -2.13, 0.01)
C (4.08, -1.67, -0.93)
C (5.29, -2.53, -0.96)
O (6.00, -2.62, 0.27)
C (5.06, -2.93, 1.11)
C (3.61, -2.15, 1.41)
H (3.13, -2.65, 2.06)
H (4.00, -1.15, 1.66)
H (5.78, -2.95, 2.05)
H (4.84, -4.14, 1.05)
H (6.02, -2.04, -1.60)
H (5.00, -3.35, -1.12)
H (3.39, -1.68, -1.95)
H (4.10, -0.55, -0.61)
H (1.45, -1.27, -0.86)
H (2.01, -0.52, 0.90)
H (-0.98, -0.79, 2.29)
H (0.07, 1.36, 2.77)
H (2.68, 4.69, 1.21)

Properties
calculated total energy: -44705.2546 eV
highest occupied orbital energy: -8.2 eV
HOMO-LUMO gap: 7.631 eV
relative energy (zero: lowest compared OMol25 entry of this formula, charge and spin): 585.6 kcal per mole
maximum force: 18.3 eV/Å

---

No. 7
This record from the Open Molecules 2025 dataset describes a molecular structure, C26H28N6O2SSe3Tc at a distorted geometry. The level of theory is wB97M-V/def2-TZVPD.

Positions of all 67 atoms, in Å:
Tc (-0.10, -0.19, -0.35)
O (-0.02, -0.63, -4.97)
C (0.78, -1.55, -4.25)
C (-0.16, -2.55, -3.57)
C (-0.51, -3.67, -4.57)
O (0.67, -4.38, -4.88)
C (0.51, -3.21, -2.37)
Se (1.25, -2.11, -0.94)
C (-1.50, -1.92, -3.19)
Se (-1.45, -0.16, -2.37)
H (0.47, -0.32, -5.74)
H (1.40, -1.03, -3.51)
H (1.45, -2.10, -4.91)
H (-0.95, -3.20, -5.46)
H (-1.27, -4.33, -4.12)
H (0.48, -5.04, -5.55)
H (1.36, -3.81, -2.69)
H (-0.19, -3.89, -1.87)
H (-2.04, -2.57, -2.49)
H (-2.12, -1.78, -4.08)
N (1.66, 3.57, -1.43)
C (3.09, 3.52, -1.36)
C (3.81, 4.68, -1.19)
C (5.19, 4.61, -1.07)
C (5.83, 3.38, -1.09)
C (5.10, 2.21, -1.22)
C (3.72, 2.29, -1.39)
S (2.79, 0.82, -1.70)
N (1.25, 1.29, -1.07)
C (0.88, 2.53, -1.08)
C (-0.51, 2.80, -0.61)
C (-1.14, 4.02, -0.74)
C (-2.44, 4.16, -0.25)
C (-3.04, 3.07, 0.35)
C (-2.35, 1.88, 0.42)
N (-1.11, 1.73, -0.05)
H (1.26, 4.49, -1.39)
H (3.31, 5.64, -1.16)
H (5.77, 5.52, -0.96)
H (6.91, 3.33, -0.98)
H (5.59, 1.25, -1.22)
H (-0.66, 4.86, -1.22)
H (-2.95, 5.11, -0.35)
H (-4.05, 3.14, 0.75)
H (-2.80, 1.00, 0.86)
Se (1.76, 1.52, 2.00)
N (1.06, -0.07, 1.51)
C (1.41, -0.96, 2.44)
C (1.07, -2.35, 2.46)
C (1.53, -3.11, 3.48)
C (2.32, -2.57, 4.56)
C (2.66, -1.27, 4.59)
C (2.21, -0.42, 3.52)
N (2.50, 0.86, 3.45)
H (0.50, -2.79, 1.65)
H (1.30, -4.17, 3.49)
H (2.65, -3.24, 5.35)
H (3.26, -0.84, 5.37)
C (-3.50, -3.97, 1.50)
C (-3.23, -2.61, 2.16)
C (-2.27, -1.82, 1.38)
N (-1.50, -1.24, 0.76)
H (-4.20, -4.52, 2.12)
H (-2.58, -4.55, 1.42)
H (-3.93, -3.85, 0.51)
H (-2.81, -2.72, 3.16)
H (-4.15, -2.03, 2.26)

Properties
expectation value of S²: 1.15
charge: +2
multiplicity: 2
calculated total energy: -249511.4042 eV
highest occupied orbital energy (alpha / beta): -13.1 / -13.0 eV
HOMO-LUMO gap (alpha / beta): 6.210 / 5.681 eV
maximum force: 1.1 eV/Å